# 1
Computed, not measured: a structure of composition C27H34BN10PtSe at a distorted geometry, with wB97M-V/def2-TZVPD.

Each line ends with the Löwdin charge.
Element x y z (Å)
Pt  0.3035  -1.3012  -0.0782  1.14
C  3.8802  -1.3642  -2.3179  0.01
C  3.2071  -1.4287  -1.1069  -0.08
N  1.8940  -1.4685  -1.3470  -0.12
N  1.6932  -1.4267  -2.6781  0.04
C  2.8856  -1.3604  -3.2835  0.00
B  0.2631  -1.4140  -3.2896  -0.65
N  -0.3862  -0.1033  -2.7915  0.04
C  -0.9842  0.9171  -3.4277  -0.01
C  -1.3179  1.8835  -2.4930  0.00
C  -0.8842  1.3729  -1.2781  -0.11
N  -0.3199  0.1789  -1.4720  -0.10
N  -0.5215  -2.5931  -2.6528  0.03
C  -1.2275  -3.5800  -3.2283  -0.01
C  -1.7617  -4.3829  -2.2363  0.00
C  -1.3325  -3.8143  -1.0427  -0.09
N  -0.5891  -2.7417  -1.3191  -0.12
N  0.3325  -1.5919  -4.7710  -0.03
C  0.9098  -2.6654  -5.4009  -0.11
C  0.7922  -2.4706  -6.7433  -0.03
C  0.1077  -1.2368  -6.8615  -0.11
N  -0.1706  -0.7205  -5.6822  0.08
H  4.9459  -1.3316  -2.4671  0.12
H  3.6026  -1.4716  -0.1043  0.12
H  2.9670  -1.3093  -4.3575  0.15
H  -1.1170  0.8794  -4.4966  0.12
H  -1.8052  2.8279  -2.6656  0.12
H  -0.9313  1.8215  -0.2964  0.11
H  -1.3252  -3.6505  -4.2996  0.14
H  -2.3768  -5.2581  -2.3561  0.12
H  -1.5126  -4.1313  -0.0276  0.12
H  1.3604  -3.4784  -4.8500  0.13
H  1.1076  -3.1240  -7.5391  0.11
H  -0.1929  -0.7276  -7.7640  0.12
C  -4.6353  -1.3946  1.6965  -0.09
C  -4.5624  0.1324  1.6873  -0.24
C  -3.1454  0.6590  1.4537  -0.19
C  -2.2738  0.4820  2.6915  -0.13
N  -0.9327  1.0563  2.5148  0.00
C  0.1903  0.3785  2.2598  -0.66
Se  0.2845  -1.5311  2.2965  0.80
N  1.2159  1.2342  2.1313  0.00
C  2.6283  0.8932  1.9098  -0.14
C  3.5371  1.2672  3.0789  -0.17
C  3.3385  0.4218  4.3413  -0.23
C  2.0969  0.7840  5.1622  -0.08
C  0.7234  2.5288  2.2607  -0.14
C  1.3482  3.7716  2.1721  0.02
C  0.5498  4.8773  2.3692  -0.03
C  -0.8262  4.7595  2.6363  -0.03
C  -1.4490  3.5320  2.7042  0.02
C  -0.6404  2.4155  2.5074  -0.15
H  -5.6718  -1.7284  1.7150  0.08
H  -4.1426  -1.8236  2.5728  0.07
H  -4.1664  -1.8083  0.7989  0.07
H  -4.9459  0.5265  2.6327  0.12
H  -5.2072  0.5220  0.9000  0.12
H  -3.1820  1.7183  1.1866  0.11
H  -2.6914  0.1195  0.6142  0.09
H  -2.1598  -0.5758  2.9182  0.08
H  -2.7328  0.9607  3.5566  0.15
H  2.9527  1.3996  0.9988  0.14
H  2.6846  -0.1805  1.7435  0.06
H  3.4072  2.3216  3.3312  0.11
H  4.5597  1.1456  2.7170  0.13
H  4.2157  0.5679  4.9716  0.12
H  3.3175  -0.6408  4.0749  0.11
H  2.0394  1.8629  5.3240  0.09
H  2.1373  0.3069  6.1407  0.08
H  1.1659  0.4608  4.6893  0.04
H  2.4026  3.8733  1.9555  0.12
H  0.9931  5.8629  2.3189  0.12
H  -1.4106  5.6577  2.7867  0.12
H  -2.5088  3.4490  2.9048  0.13

Summary:
Kohn-Sham gap (spin up / spin down): 5.32 / 5.76 eV
net charge: +2
E: -112708.6645 eV
multiplicity: 2



# 2
Computed, not measured: a structure of composition C3H5ClNO at a distorted geometry, with wB97M-V/def2-TZVPD.

Each line ends with the natural charge from an NBO analysis.
Element x y z (Å)
C  -1.5244  -1.1027  1.2755  -0.61
C  -0.6173  -0.4386  0.6371  0.18
C  1.7744  2.1723  -1.4080  -0.33
N  1.5670  1.2989  -0.5105  -0.12
O  1.8447  0.0888  -0.8091  -0.67
Cl  -2.5834  -3.7164  1.3120  -0.68
H  -1.6934  -2.2128  1.1154  0.34
H  -2.4902  -1.0102  1.8349  0.32
H  2.0296  2.1116  -2.4186  0.15
H  0.1858  -0.2957  -0.0513  0.28
H  1.5073  3.1048  -0.9772  0.14

Summary:
Kohn-Sham gap (spin up / spin down): 5.58 / 5.58 eV
net charge: -1
E: -19247.1535 eV
relative energy (zero: lowest compared OMol25 entry of this formula, charge and spin): 72.18 kcal/mol



# 3
Computed, not measured: a cluster of 12 separate species, C28H80N4O12 in total at a distorted geometry, with wB97M-V/def2-TZVPD.

Each line ends with the Löwdin charge.
Element x y z (Å)
N  0.0588  7.0559  5.1224  0.14
C  -1.1566  7.1659  4.5446  -0.76
N  -1.2350  8.4149  4.2063  0.14
O  -1.9996  6.2928  4.4428  0.04
H  0.3904  6.1090  5.2390  0.11
H  0.6401  7.8750  5.2282  0.10
H  -2.2131  8.5753  4.0123  0.12
H  -0.6639  9.1664  4.5658  0.11
N  2.4178  -5.1482  1.1527  0.18
C  1.6212  -4.6067  1.9651  -0.83
N  2.1422  -4.3116  3.1052  0.17
O  0.4601  -4.2764  1.7046  0.00
H  3.3890  -5.4244  1.1782  0.13
H  1.8852  -5.2539  0.3011  0.13
H  1.6300  -3.9695  3.9056  0.12
H  3.1431  -4.4330  3.1657  0.11
C  3.0758  0.6608  5.5546  -0.07
C  4.1886  1.2780  4.7153  -0.48
C  4.9392  0.2046  3.9013  -0.06
O  3.6464  2.1640  3.7454  -0.06
H  2.2406  0.3429  4.9305  0.08
H  2.6668  1.3093  6.3295  0.08
H  3.3858  -0.2003  6.1467  0.08
H  4.8457  1.8426  5.3767  0.13
H  4.1592  -0.4892  3.5881  0.07
H  5.5710  -0.3434  4.6004  0.07
H  5.5315  0.5685  3.0617  0.08
H  2.7828  1.8242  3.4995  0.07
C  -3.1345  1.2545  -4.1801  -0.07
C  -2.7009  2.7230  -4.0469  -0.47
C  -2.6786  3.4473  -5.3707  -0.07
O  -3.7037  3.1390  -3.1093  -0.06
H  -3.2350  0.8118  -3.1891  0.07
H  -2.4414  0.6840  -4.7983  0.07
H  -4.0878  1.0974  -4.6848  0.08
H  -1.7171  2.7923  -3.5829  0.13
H  -2.4806  4.5098  -5.2287  0.07
H  -3.5916  3.4308  -5.9659  0.08
H  -1.8243  3.2163  -6.0070  0.08
H  -3.4896  3.9973  -2.7363  0.08
C  5.9382  -1.6467  -2.0453  -0.07
C  7.3756  -1.8258  -2.4898  -0.46
C  7.8776  -3.2899  -2.7339  -0.05
O  7.5499  -1.1019  -3.7398  -0.06
H  5.7806  -0.6096  -1.7494  0.08
H  5.6722  -2.2471  -1.1753  0.08
H  5.1380  -1.8686  -2.7514  0.08
H  7.9748  -1.5025  -1.6386  0.12
H  8.6668  -3.2806  -3.4857  0.07
H  7.0797  -3.8985  -3.1596  0.07
H  8.0944  -3.8130  -1.8026  0.07
H  8.4807  -1.1429  -3.9711  0.08
C  -2.2399  -6.3434  -6.7860  -0.06
C  -1.2209  -5.6053  -5.9041  -0.50
C  -1.8437  -4.9838  -4.6303  -0.05
O  -0.1693  -6.4755  -5.5257  -0.05
H  -3.0793  -5.7196  -7.0931  0.07
H  -2.6940  -7.1392  -6.1955  0.08
H  -1.7480  -6.7509  -7.6692  0.07
H  -0.7751  -4.8485  -6.5496  0.12
H  -2.7797  -4.4476  -4.7866  0.08
H  -1.1378  -4.3837  -4.0562  0.07
H  -2.0806  -5.8555  -4.0204  0.08
H  0.4072  -6.4860  -6.2933  0.09
C  3.0067  1.5110  -5.5867  -0.06
C  2.7508  0.1071  -6.1457  -0.51
C  1.7395  -0.0081  -7.3520  -0.03
O  3.9449  -0.4513  -6.5817  -0.05
H  3.4385  2.0479  -6.4313  0.08
H  3.6932  1.5788  -4.7429  0.07
H  2.1699  2.1591  -5.3263  0.07
H  2.4342  -0.5362  -5.3247  0.12
H  2.1601  0.4670  -8.2383  0.08
H  0.8385  0.4492  -6.9430  0.06
H  1.3603  -1.0185  -7.5045  0.07
H  4.5850  -0.4092  -5.8675  0.09
C  -2.0326  -1.9323  6.4009  -0.07
C  -3.4943  -2.1048  6.7507  -0.49
C  -3.7268  -3.1703  7.7891  -0.07
O  -3.9691  -0.8709  7.3242  -0.05
H  -1.3438  -1.9197  7.2456  0.08
H  -1.9050  -1.0924  5.7180  0.07
H  -1.6555  -2.7162  5.7441  0.07
H  -3.9370  -2.3909  5.7967  0.13
H  -3.6217  -4.1136  7.2531  0.08
H  -4.7458  -3.2283  8.1716  0.08
H  -3.1361  -3.0943  8.7020  0.08
H  -3.9755  -0.1974  6.6401  0.08
C  0.7810  0.1103  0.1568  -0.08
C  -0.4734  0.4755  0.9655  -0.31
O  -0.0414  1.5106  1.8316  -0.10
H  1.4958  -0.2919  0.8747  0.06
H  1.2529  0.9845  -0.2917  0.07
H  0.5946  -0.6254  -0.6256  0.07
H  -0.9066  -0.2924  1.6064  0.11
H  -1.1928  0.9420  0.2924  0.10
H  -0.7838  1.7011  2.4097  0.08
C  -6.9857  1.6431  3.5458  -0.10
C  -5.5151  1.5676  3.2213  -0.33
O  -4.6341  2.1340  4.1925  -0.09
H  -7.2638  2.6929  3.4525  0.07
H  -7.2087  1.3115  4.5599  0.07
H  -7.5620  0.9700  2.9110  0.07
H  -5.2850  2.0596  2.2763  0.11
H  -5.2848  0.5047  3.1472  0.11
H  -4.6114  3.0933  4.1622  0.08
C  1.5645  6.4347  -0.4748  -0.08
C  1.7059  7.9449  -0.6262  -0.40
O  2.7300  8.3026  -1.4208  -0.04
H  1.5311  5.9736  -1.4619  0.07
H  0.7628  5.9868  0.1123  0.07
H  2.4703  6.0514  -0.0051  0.07
H  1.8455  8.4055  0.3518  0.10
H  0.7537  8.4031  -0.8936  0.11
H  3.4703  7.8986  -0.9621  0.09
C  -6.1121  -3.9381  0.1818  -0.09
C  -4.7161  -3.3811  0.1314  -0.35
O  -4.2347  -3.6233  1.4133  -0.09
H  -6.6903  -3.1182  0.6078  0.07
H  -6.2399  -4.8157  0.8154  0.08
H  -6.5628  -4.1018  -0.7971  0.07
H  -4.5436  -2.3415  -0.1468  0.11
H  -4.1183  -4.0581  -0.4789  0.11
H  -3.2962  -3.8104  1.3366  0.08

Summary:
Kohn-Sham gap: 9.92 eV
E: -60860.0508 eV
relative energy (zero: lowest compared OMol25 entry of this formula, charge and spin): 0.00 kcal/mol
structure (SMILES): NC(N)=O.NC(N)=O.CC(C)O.CC(C)O.CC(C)O.CC(C)O.CC(C)O.CC(C)O.CCO.CCO.CCO.CCO